a | Formula: C7H16N3O
Source: OMol25
Level of theory: ωB97M-V/def2-TZVPD

Geometry as ORCA input:
```
! RIJCOSX wB97M-V def2-TZVPD def2/J DEFGRID3
* xyz 1 1
O 2.75 -1.76 -0.23
N -1.87 -0.88 -0.05
N 0.06 0.35 0.58
N 2.62 0.74 0.95
C -2.31 0.30 -0.88
C -0.73 -0.66 0.60
C 3.39 -0.71 -0.85
C 3.36 0.52 -0.23
C -2.92 -1.79 0.35
C -2.00 1.59 -0.02
C -0.43 1.51 -0.06
H -2.30 1.43 1.05
H -0.38 -1.60 1.11
H 4.03 1.29 -0.69
H -2.32 2.44 -0.62
H -3.43 0.20 -1.05
H 2.85 0.13 1.69
H -3.57 -2.12 -0.51
H 3.87 -0.93 -1.75
H 2.82 1.68 1.34
H -3.62 -1.29 1.04
H 0.13 2.34 0.49
H -0.16 1.63 -1.16
H -2.65 -2.71 0.79
H 3.03 -2.56 -0.86
H 1.47 0.40 0.79
H -1.70 0.48 -1.83
*
```

Its orbital gap is 9.84 eV. The highest occupied orbital energy is -0.456 hartree.

***

b | Formula: C7H16N3O
Source: OMol25
Level of theory: ωB97M-V/def2-TZVPD

Geometry as ORCA input:
```
! RIJCOSX wB97M-V def2-TZVPD def2/J DEFGRID3
* xyz 1 1
O 2.15 -0.23 -0.96
N 3.16 0.76 -0.83
N -0.20 -0.30 -1.20
N -1.31 -0.43 1.44
C -0.06 -1.28 1.10
C -1.20 0.75 -0.82
C 1.09 0.92 -2.91
C 0.98 0.24 -1.78
C -0.15 -1.52 -0.43
C -1.40 -0.24 2.89
C -1.32 0.85 0.69
H 0.82 -1.92 -0.75
H 2.91 1.60 -1.40
H -1.01 1.77 -1.29
H -2.14 0.37 -1.22
H -0.51 0.33 3.09
H -2.00 -1.12 1.05
H -0.39 1.40 1.05
H -0.03 -2.37 1.67
H 0.25 0.96 -3.53
H -2.16 1.47 1.13
H -1.38 -1.24 3.42
H 0.89 -0.84 1.52
H -0.92 -2.25 -0.67
H -2.25 0.44 3.34
H 2.08 1.40 -3.25
H 4.12 0.47 -1.34
*
```

Its orbital gap is 8.90 eV. The highest occupied orbital energy is -0.432 hartree. As for the SMILES: C=C(ON)N1CC[NH+](C)CC1.

***

Which of them is most stable, and which least? Most stable: a; least stable: b.

***

a | Formula: C5H13O3
Source: OMol25
Level of theory: ωB97M-V/def2-TZVPD

Geometry as ORCA input:
```
! RIJCOSX wB97M-V def2-TZVPD def2/J DEFGRID3
* xyz -1 1
O -1.81 0.62 0.12
O 1.89 -1.45 -2.05
O -3.96 -0.75 -0.30
C 0.23 0.75 1.58
C 2.13 -0.01 -1.67
C -1.38 0.33 1.34
C 1.12 -0.05 0.69
C 1.01 0.44 -0.78
H -1.31 -0.81 1.46
H 0.82 -1.10 0.66
H 3.07 -0.32 -1.21
H -3.71 -1.35 0.41
H 0.93 -1.62 -2.19
H 2.21 0.01 0.85
H 2.13 0.44 -2.69
H 0.39 0.57 2.66
H 0.31 1.82 1.34
H 0.00 0.24 -1.18
H 0.85 1.54 -0.89
H -1.80 0.89 2.18
H -3.10 -0.17 -0.35
*
```

Its orbital gap is 6.98 eV. The highest occupied orbital energy is -0.120 hartree.

***

b | Formula: C5H13O3
Source: OMol25
Level of theory: ωB97M-V/def2-TZVPD

Geometry as ORCA input:
```
! RIJCOSX wB97M-V def2-TZVPD def2/J DEFGRID3
* xyz -1 1
O 0.98 -0.62 -2.14
O -0.35 0.52 -4.29
O 2.59 -1.22 1.76
C 1.43 -0.86 1.22
C -2.58 0.20 1.38
C -1.44 0.18 0.71
C 0.85 0.44 1.85
C -0.25 1.06 0.97
H -2.83 0.86 2.21
H 0.21 1.24 0.00
H 1.17 -0.58 -1.17
H 1.60 -0.60 0.11
H -0.09 0.01 -5.06
H -3.45 -0.43 1.17
H 0.22 0.12 -3.59
H -0.60 2.05 1.29
H 0.53 0.26 2.88
H 1.69 1.14 1.80
H 0.65 -1.65 1.28
H 1.05 -1.57 -2.29
H -1.34 -0.54 -0.09
*
```

Its orbital gap is 6.13 eV. The highest occupied orbital energy is -0.101 hartree.

***

Which of them is most stable, and which least? Most stable: a; least stable: b.

***

a | Formula: C3H11O
Source: OMol25
Level of theory: ωB97M-V/def2-TZVPD

Geometry as ORCA input:
```
! RIJCOSX wB97M-V def2-TZVPD def2/J DEFGRID3
* xyz 1 1
O 1.12 1.90 -0.59
C -0.21 -1.17 0.54
C -0.28 -1.10 -1.01
C -0.57 0.13 1.27
H -1.36 -0.04 2.00
H 0.81 -1.50 0.81
H 0.94 1.01 -0.22
H -0.46 -2.09 -1.40
H 0.32 0.53 1.76
H 0.80 2.74 -0.20
H 1.15 1.93 -1.57
H 0.64 -0.74 -1.50
H -1.04 0.83 0.57
H -0.81 -2.03 0.87
H -1.05 -0.40 -1.32
*
```

Its orbital gap is 10.62 eV. The highest occupied orbital energy is -0.570 hartree.

***

b | Formula: C3H11O
Source: OMol25
Level of theory: ωB97M-V/def2-TZVPD

Geometry as ORCA input:
```
! RIJCOSX wB97M-V def2-TZVPD def2/J DEFGRID3
* xyz 1 1
O -1.04 -0.19 -2.12
C 1.53 -0.59 0.31
C -0.49 1.01 1.09
C 0.14 -0.40 1.13
H -0.66 0.04 -1.20
H 0.05 -0.73 2.16
H -0.74 -1.03 0.64
H 1.88 0.29 -0.33
H 1.64 -1.52 -0.45
H -0.64 0.09 -2.97
H -0.04 1.80 1.86
H -0.20 1.46 0.15
H 2.29 -0.87 1.03
H -1.60 0.92 0.98
H -2.12 -0.30 -2.28
*
```

Its orbital gap is 9.54 eV. The highest occupied orbital energy is -0.551 hartree.

***

c | Formula: C3H11O
Source: OMol25
Level of theory: ωB97M-V/def2-TZVPD

Geometry as ORCA input:
```
! RIJCOSX wB97M-V def2-TZVPD def2/J DEFGRID3
* xyz 1 1
O -0.60 -1.75 -1.67
C 0.70 0.55 0.15
C 0.48 -0.24 1.44
C -0.58 1.46 0.03
H 0.79 -0.10 -0.78
H 0.14 -2.37 -1.58
H -1.28 1.05 0.84
H 1.28 -0.96 1.64
H -1.20 1.43 -0.87
H -0.61 -1.04 -1.03
H -0.51 -0.89 1.40
H 1.71 1.16 0.38
H -0.51 -1.27 -2.52
H -0.28 2.55 0.20
H 0.48 0.41 2.37
*
```

Its orbital gap is 10.44 eV. The highest occupied orbital energy is -0.568 hartree.

***

Which of them is most stable, and which least? Most stable: a; least stable: b.

***

a | Formula: CHFOS2
Source: OMol25
Level of theory: ωB97M-V/def2-TZVPD

Geometry as ORCA input:
```
! RIJCOSX wB97M-V def2-TZVPD def2/J DEFGRID3
* xyz 0 1
S 0.07 0.48 0.75
S 4.22 0.28 -0.50
F 2.79 -1.29 0.83
O 1.46 1.11 0.86
C 2.95 -0.16 0.22
H -0.26 1.31 -0.19
*
```

Its orbital gap (spin up / spin down) is 7.06 / 7.88 eV. The highest occupied orbital energy (spin up / spin down) is -0.305 / -0.324 hartree.

***

b | Formula: CHFOS2
Source: OMol25
Level of theory: ωB97M-V/def2-TZVPD

Geometry as ORCA input:
```
! RIJCOSX wB97M-V def2-TZVPD def2/J DEFGRID3
* xyz 0 1
S 1.72 -1.94 -0.12
S -1.90 0.79 -0.25
F -0.52 0.06 0.31
O 1.78 0.70 -0.52
C 1.62 -0.42 -0.28
H -2.70 0.81 0.85
*
```

Its orbital gap is 9.79 eV. The highest occupied orbital energy is -0.369 hartree. As for the SMILES: O=C=S.FS.

***

Which of them is most stable, and which least? Most stable: b; least stable: a.